Here is a molecular structure, C37H30BrF7N5O5S2Sb2Ti from OMol25. Energies are from the ωB97M-V functional and the def2-TZVPD basis.

```
90
Properties=species:S:1:pos:R:3:forces:R:3
Ti 1.98879 0.91932 -1.06973 0.60 -0.17 0.30
C -3.28636 -1.03697 1.04661 -0.01 0.00 0.01
C -2.15294 -2.00252 1.41612 -0.01 0.02 0.01
C -1.43685 -1.63916 2.71410 0.02 0.02 -0.01
Sb -0.16401 0.10429 2.59185 0.01 0.04 0.02
C -0.03741 0.37977 4.72422 -0.01 -0.01 0.00
C -0.38968 1.60184 5.29079 -0.01 0.00 0.00
C -0.33829 1.79569 6.66711 0.00 0.00 0.00
C 0.06958 0.76194 7.49586 0.00 0.00 0.00
C 0.42533 -0.46313 6.94492 0.00 0.00 0.00
C 0.37217 -0.64999 5.57114 0.01 0.00 0.00
C 1.66647 -1.00024 2.47431 0.00 0.04 0.02
C 1.73618 -2.17518 1.73357 0.03 -0.01 -0.03
C 2.94236 -2.85721 1.60357 -0.01 0.00 0.00
C 4.08652 -2.36817 2.21442 0.00 -0.01 0.00
C 4.02493 -1.19530 2.95943 0.00 0.00 0.00
C 2.82287 -0.51529 3.08442 0.00 -0.01 0.00
Sb -2.87858 0.55815 -0.36046 0.00 -0.02 0.03
C -2.91782 -0.63680 -2.13099 0.01 0.02 -0.02
C -2.79040 -2.02314 -2.11064 0.03 -0.01 0.00
C -2.77269 -2.74726 -3.29671 0.02 0.00 0.02
C -2.90110 -2.09427 -4.51345 0.00 0.00 -0.01
C -3.02925 -0.71270 -4.54571 0.00 0.00 -0.01
C -3.02168 0.00974 -3.36192 -0.01 0.00 0.01
C -4.97763 1.07003 -0.39752 0.02 0.03 -0.01
C -5.48063 1.82957 0.65855 0.00 0.02 -0.01
C -6.82464 2.17185 0.72285 0.00 0.00 0.00
C -7.69085 1.76674 -0.28313 0.00 0.00 0.00
C -7.20359 1.01715 -1.34406 0.00 0.00 0.00
C -5.85885 0.66983 -1.39872 -0.02 -0.03 0.02
H -4.13337 -1.57023 0.61113 0.02 -0.01 -0.03
H -3.66823 -0.53041 1.93933 -0.03 -0.02 0.00
H -1.42239 -2.11652 0.60991 -0.01 -0.03 -0.02
H -2.57308 -3.00689 1.52742 0.00 0.00 0.02
H -0.79020 -2.45676 3.03810 0.00 0.00 0.00
H -2.15648 -1.44641 3.51485 0.01 0.01 0.00
H -0.70859 2.41896 4.65201 0.00 0.00 0.00
H -0.61519 2.75418 7.08948 0.00 0.00 0.00
H 0.11247 0.90867 8.56818 0.00 0.00 0.00
H 0.74693 -1.27386 7.58759 0.00 0.00 0.00
H 0.66544 -1.60631 5.15172 0.00 0.00 0.00
H 0.86433 -2.58420 1.23089 -0.05 -0.05 -0.01
H 2.96057 -3.77154 1.02407 0.00 -0.02 -0.01
H 5.02600 -2.89922 2.11584 0.00 0.00 0.00
H 4.91515 -0.81081 3.44415 0.00 0.00 0.00
H 2.78879 0.40054 3.66598 0.00 0.00 0.00
H -2.67628 -2.55969 -1.17815 0.03 -0.04 0.02
H -2.63503 -3.81987 -3.25868 0.01 -0.02 0.02
H -2.88088 -2.65930 -5.43752 0.00 0.00 0.00
H -3.10480 -0.19334 -5.49343 0.00 0.00 0.00
H -3.08784 1.09256 -3.40463 0.00 0.01 0.00
H -4.81556 2.16583 1.44875 0.00 0.00 0.00
H -7.19416 2.75838 1.55558 0.00 0.00 0.00
H -8.73941 2.03475 -0.24022 0.00 0.00 0.00
H -7.87319 0.69533 -2.13289 0.00 0.00 0.00
H -5.49832 0.07293 -2.22834 0.00 0.01 0.00
F -1.35528 -4.88937 -0.40037 -0.07 0.06 -0.05
C -0.15978 -4.14693 -0.46727 0.02 0.02 0.01
F 0.66623 -4.91308 0.40224 0.03 0.06 0.03
F 0.34704 -4.56341 -1.72068 -0.01 0.03 -0.05
S 1.32754 -1.59076 -1.60543 -0.06 0.00 -0.01
O 0.52559 -0.36218 -0.99211 -0.03 -0.04 -0.10
O 2.72336 -0.88845 -1.35658 -0.07 0.20 -0.02
N 1.03176 -1.43847 -3.19494 -0.01 -0.04 0.09
S 1.13878 -0.06199 -3.89386 0.06 0.01 -0.06
O -0.04321 0.51347 -4.43781 0.04 -0.04 -0.06
O 2.01005 0.90727 -3.14960 -0.31 0.09 -0.01
C 2.21927 -0.43806 -5.33514 0.02 0.01 0.02
F 1.61063 -1.27871 -6.15912 0.01 -0.01 0.01
F 2.49070 0.69220 -5.98951 -0.01 -0.01 0.00
F 3.37084 -0.97765 -4.93083 0.01 0.00 0.00
O 0.48310 2.20784 -1.11756 -0.18 0.19 -0.05
N 1.48824 2.98097 -1.32434 0.11 -0.23 -0.12
C 1.35758 4.24009 -1.55496 -0.03 0.05 0.07
C 2.55465 5.00202 -1.76558 -0.02 -0.02 -0.06
N 3.51399 5.61018 -1.93419 0.01 0.01 0.03
C 0.07982 4.89118 -1.58996 0.00 -0.03 -0.03
N -0.92695 5.44015 -1.63504 0.00 0.01 0.02
F 2.44393 1.30172 0.59668 -0.03 0.02 -0.02
Br 8.71042 2.28171 -1.71739 0.00 0.00 0.00
C 6.85923 1.94651 -1.60907 0.01 0.01 0.00
C 6.04804 2.78918 -0.87069 0.00 0.01 0.00
C 4.69976 2.49658 -0.81521 0.02 -0.01 -0.01
N 4.15623 1.45766 -1.45363 -0.09 -0.11 0.16
C 4.95229 0.64952 -2.15650 -0.04 0.07 -0.13
C 6.31503 0.85709 -2.26338 -0.01 0.00 -0.02
H 6.44387 3.64724 -0.34895 0.00 0.00 0.00
H 4.03047 3.10933 -0.22861 0.00 -0.01 0.02
H 4.47200 -0.18784 -2.64199 0.01 -0.01 0.02
H 6.92613 0.17960 -2.84051 0.00 0.00 0.00
```
Forces are in eV/Å.

## Properties
- 2S+1: 1
- Net charge: -1
- Orbital gap: 4.86 eV
- HOMO energy: -4.3 eV
- ΔE to the lowest compared entry with this formula, charge and spin: 2.712 eV

Charges obtained by Löwdin population analysis, quoted in units of e:
1. Ti 1.050
2. C -0.398
3. C -0.393
4. C -0.382
5. Sb 1.466
6. C -0.404
7. C -0.154
8. C -0.108
9. C -0.109
10. C -0.096
11. C -0.128
12. C -0.411
13. C -0.141
14. C -0.078
15. C -0.097
16. C -0.102
17. C -0.156
18. Sb 1.439
19. C -0.409
20. C -0.108
21. C -0.073
22. C -0.095
23. C -0.110
24. C -0.175
25. C -0.394
26. C -0.157
27. C -0.108
28. C -0.112
29. C -0.099
30. C -0.119
31. H 0.055
32. H 0.042
33. H 0.041
34. H 0.108
35. H 0.055
36. H 0.053
37. H 0.082
38. H 0.095
39. H 0.094
40. H 0.098
41. H 0.100
42. H 0.053
43. H 0.104
44. H 0.094
45. H 0.093
46. H 0.097
47. H 0.078
48. H 0.106
49. H 0.096
50. H 0.099
51. H 0.098
52. H 0.087
53. H 0.095
54. H 0.093
55. H 0.096
56. H 0.086
57. F -0.095
58. C -0.435
59. F -0.108
60. F -0.121
61. S 0.914
62. O -0.552
63. O -0.533
64. N -0.357
65. S 0.633
66. O -0.223
67. O -0.398
68. C -0.678
69. F 0.158
70. F 0.142
71. F 0.136
72. O -0.155
73. N -0.077
74. C -0.243
75. C -0.160
76. N 0.182
77. C -0.138
78. N 0.197
79. F -0.313
80. Br 0.773
81. C -0.676
82. C -0.082
83. C -0.106
84. N -0.002
85. C -0.081
86. C -0.075
87. H 0.111
88. H 0.107
89. H 0.107
90. H 0.111